Record 1
C40H110Cu2N10O14S as an isolated structure at a distorted geometry. Source: the OMol25 dataset; level of theory: wB97M-V/def2-TZVPD.

```
177
Properties=species:S:1:pos:R:3:lowdin_charge:R:1
Cu -2.38056 2.31269 1.91170 0.497
Cu 1.43319 -1.88448 -0.43641 0.299
S -0.45789 0.04656 0.50369 0.283
O -0.28758 -1.19832 1.23635 -0.372
O 0.56760 0.17749 -0.54197 -0.337
O -1.77033 -0.04722 -0.14164 -0.405
O -0.42198 1.26133 1.39263 -0.382
C 3.99331 -1.11344 3.33978 -0.050
C 3.62949 -1.64608 1.94995 -0.402
C 3.30544 -3.11025 1.93233 -0.184
O 2.73530 -3.48511 0.68154 -0.214
C 2.02635 -4.71110 0.80351 -0.072
N 2.54627 -0.80778 1.40622 0.063
H 4.68451 -0.27667 3.25490 0.063
H 4.60902 -1.85747 3.86324 0.078
H 3.11263 -0.96164 3.95998 0.077
H 4.42993 -1.40398 1.24335 0.132
H 2.63193 -3.25496 2.78095 0.114
H 4.26370 -3.63643 1.97730 0.138
H 2.75299 -5.52564 0.69599 0.094
H 1.35733 -4.76889 -0.05386 0.069
H 1.52944 -4.89875 1.75491 0.077
H 2.80251 0.13150 1.70335 0.057
H 1.62575 -0.92089 1.81271 0.031
C -1.31241 -4.51320 -3.17063 -0.055
C -1.54863 -4.16154 -1.69963 -0.414
C -1.41157 -5.38269 -0.81488 -0.220
O -2.42124 -6.32292 -1.09320 -0.197
C -2.55340 -7.36020 -0.10655 -0.069
N -0.68854 -3.03700 -1.26835 0.069
H -1.81819 -5.39595 -3.56969 0.079
H -0.27484 -4.81404 -3.35600 0.081
H -1.59034 -3.71070 -3.85530 0.048
H -2.58635 -3.80892 -1.75793 0.122
H -1.52535 -4.91319 0.17331 0.118
H -0.44185 -5.86784 -0.95409 0.125
H -2.82689 -6.80092 0.79268 0.073
H -1.57256 -7.80613 0.07496 0.086
H -3.29356 -8.09869 -0.39390 0.087
H -1.05257 -2.75675 -0.36066 0.046
H -0.92207 -2.29706 -1.97670 0.034
C 1.18026 2.80316 -5.04746 -0.061
C 1.14291 2.17001 -3.66574 -0.407
C 1.82203 3.02845 -2.60630 -0.170
O 3.24588 3.21833 -2.77130 -0.182
C 3.85923 3.64364 -1.58870 -0.130
N -0.24901 1.85619 -3.42212 0.072
H 0.94124 2.07559 -5.82794 0.074
H 2.19131 3.12986 -5.31046 0.081
H 0.54981 3.65351 -5.31865 0.079
H 1.79502 1.30695 -3.77908 0.106
H 1.63131 2.63219 -1.60474 0.098
H 1.51670 4.08494 -2.60614 0.123
H 4.93268 3.49713 -1.71139 0.089
H 3.50647 3.15572 -0.67488 0.080
H 3.72235 4.71468 -1.38212 0.080
H -0.41093 1.45739 -2.49903 0.052
H -0.79805 2.70975 -3.33506 0.076
C 3.45345 2.47229 4.95621 -0.061
C 3.63334 3.01458 3.54683 -0.424
C 5.01348 2.93124 2.90080 -0.184
O 5.94544 3.32609 3.90053 -0.193
C 7.20012 3.71476 3.41155 -0.127
N 2.66807 2.37299 2.64741 0.048
H 2.42351 2.42815 5.31145 0.076
H 4.00452 3.15911 5.60350 0.075
H 3.87329 1.48214 5.14231 0.071
H 3.33539 4.06539 3.65496 0.125
H 5.03831 3.65842 2.08263 0.121
H 5.24782 1.93471 2.51800 0.115
H 7.57368 3.16927 2.54060 0.086
H 8.00071 3.73946 4.15099 0.083
H 7.11570 4.76746 3.10912 0.085
H 1.94894 1.92517 3.20686 0.061
H 2.11981 3.12793 2.22550 0.023
C 0.09099 5.06848 2.91181 -0.049
C 0.19107 5.16703 1.38463 -0.394
C 1.04578 6.35786 0.93635 -0.195
O 0.18451 7.48338 1.04858 -0.191
C 0.72225 8.65105 0.44496 -0.096
N 0.73803 3.85893 0.96705 0.039
H 0.93244 5.14105 3.60350 0.077
H -0.38774 4.12787 3.20748 0.065
H -0.57306 5.86260 3.26857 0.081
H -0.79703 5.18299 0.92421 0.100
H 1.49895 6.08463 -0.02059 0.111
H 1.83837 6.49932 1.67680 0.129
H -0.04718 9.35460 0.12994 0.086
H 1.16903 8.34121 -0.50579 0.083
H 1.45686 9.08627 1.12451 0.090
H 0.05397 3.10294 1.10787 0.026
H 0.82872 3.76405 -0.04346 0.046
C -4.73394 3.86730 -1.23235 -0.032
C -3.40033 3.09656 -1.36684 -0.387
C -2.20199 3.99322 -1.10786 -0.233
O -1.91710 4.73423 -2.27930 -0.203
C -1.11387 5.91585 -2.02793 -0.047
N -3.44167 2.07687 -0.31592 0.055
H -5.06821 4.42204 -2.10932 0.081
H -4.56017 4.69463 -0.53803 0.077
H -5.50985 3.22092 -0.82839 0.072
H -3.23198 2.70384 -2.37418 0.139
H -1.32946 3.37525 -0.85979 0.109
H -2.32674 4.72538 -0.30167 0.108
H -0.21586 5.51863 -1.55639 0.063
H -1.74153 6.49041 -1.34274 0.093
H -0.93256 6.52006 -2.91105 0.093
H -2.71268 1.39546 -0.52444 0.025
H -4.32957 1.60653 -0.45236 0.083
C 3.55512 -0.67187 -4.46737 -0.021
C 3.18376 -1.72036 -3.35916 -0.381
C 4.21135 -1.76444 -2.21487 -0.210
O 5.48489 -2.08742 -2.75939 -0.193
C 6.51115 -2.26054 -1.78506 -0.097
N 1.85525 -1.59792 -2.75224 0.054
H 2.64388 -0.57660 -5.05620 0.071
H 4.37600 -1.09639 -5.03893 0.075
H 3.83166 0.21756 -3.90420 0.074
H 3.18451 -2.76498 -3.68110 0.140
H 3.98659 -2.59753 -1.54008 0.109
H 4.18407 -0.86055 -1.59249 0.129
H 6.27766 -2.96735 -0.98393 0.082
H 6.72299 -1.25557 -1.41614 0.088
H 7.39691 -2.69156 -2.24946 0.083
H 1.69455 -0.61870 -2.51905 0.054
H 1.06337 -1.73617 -3.37491 0.076
C -5.67757 -0.38868 2.54116 -0.054
C -4.27946 -1.02714 2.40886 -0.376
C -4.21288 -2.02236 1.28561 -0.203
O -5.22852 -2.99751 1.45098 -0.186
C -5.50873 -3.70809 0.26666 -0.092
N -3.37000 0.14631 2.16950 0.038
H -5.67031 0.52401 3.13636 0.069
H -6.33376 -1.15216 2.95777 0.076
H -6.01972 0.00803 1.58109 0.078
H -3.99047 -1.43593 3.37819 0.130
H -3.19342 -2.42100 1.23397 0.118
H -4.45338 -1.48965 0.35681 0.123
H -5.67735 -3.08026 -0.61287 0.077
H -6.35933 -4.34564 0.50210 0.093
H -4.67322 -4.37244 0.01363 0.079
H -3.07819 0.00859 1.20001 0.008
H -2.50428 -0.16448 2.61618 0.067
C -2.01778 -0.99172 -5.37266 -0.040
C -2.48099 -0.66817 -3.93920 -0.417
C -3.73484 -1.47566 -3.57217 -0.207
O -4.79601 -1.27503 -4.49223 -0.181
C -5.96459 -2.03805 -4.21685 -0.095
N -1.39335 -0.87729 -3.01577 0.040
H -1.87537 -2.02093 -5.69369 0.075
H -1.08103 -0.42464 -5.39885 0.064
H -2.63244 -0.47018 -6.10799 0.076
H -2.82433 0.37488 -3.93018 0.130
H -3.97053 -1.29622 -2.51404 0.116
H -3.53426 -2.55497 -3.61342 0.110
H -5.89390 -2.94548 -4.82489 0.088
H -6.82012 -1.43325 -4.50570 0.086
H -6.05273 -2.42714 -3.19956 0.071
H -1.66839 -0.66953 -2.05824 0.041
H -0.81849 -0.04546 -3.21260 0.039
C -0.04870 -3.90509 5.54437 -0.056
C -0.18871 -3.67734 4.04538 -0.416
C -1.66878 -3.76033 3.63265 -0.187
O -2.16267 -5.04465 4.00580 -0.206
C -3.51693 -5.33776 3.70172 -0.102
N 0.35134 -2.36588 3.70145 0.056
H -0.38176 -4.91184 5.78750 0.076
H -0.70559 -3.23632 6.10843 0.080
H 0.96005 -3.60652 5.83005 0.076
H 0.32017 -4.46743 3.49404 0.118
H -1.72789 -3.72134 2.53690 0.106
H -2.39045 -3.04122 4.03602 0.119
H -4.16114 -4.77749 4.38794 0.088
H -3.55983 -6.40633 3.90423 0.089
H -3.94512 -5.13224 2.71575 0.069
H 0.03643 -1.56453 4.23188 0.083
H 0.18441 -2.12691 2.72258 0.019
```

Summary:
Energy above the lowest of the compared OMol25 structures with the same formula, charge and spin (kcal/mol): 59.5
2S+1: 1

=====

Record 2
A 2-piece molecular cluster, C5H16N3 overall at a distorted geometry. Source: the OMol25 dataset; level of theory: wB97M-V/def2-TZVPD.

```
24
Properties=species:S:1:pos:R:3:lowdin_charge:R:1
C -0.36750 -2.85014 -0.62985 -0.048
C 1.14124 -1.03302 -0.13734 -0.430
N 0.79530 -2.30509 0.05743 0.056
N 1.97495 -0.48622 0.78126 0.200
N 0.65461 -0.26769 -1.09323 0.211
H 1.08619 -2.79408 0.88717 0.160
H 2.13629 -0.83833 1.71162 0.129
H 2.14360 0.51198 0.77837 0.128
H 0.32072 -0.70561 -1.93954 0.139
H 0.62323 0.74400 -1.15247 0.074
H -0.83711 -3.48084 0.12623 0.098
H -0.11827 -3.53282 -1.47479 0.108
H -1.13241 -2.16468 -0.99562 0.093
C -1.43805 1.59061 0.37498 -0.313
C -0.85711 2.26340 -0.89595 -0.115
C -1.55090 2.66465 1.46279 -0.107
H -0.82729 0.74854 0.71628 0.069
H -2.41260 1.10527 0.25422 0.104
H 0.21822 2.39833 -0.64067 0.074
H -0.86443 1.65978 -1.80684 0.065
H -1.95690 2.13872 2.31463 0.074
H -1.25978 3.26528 -0.98334 0.083
H -2.01407 3.57820 1.11876 0.077
H -0.53852 2.96593 1.72534 0.071
```

Summary:
Energy above the lowest of the compared OMol25 structures with the same formula, charge and spin (kcal/mol): 21.2
2S+1: 1
Total charge: +1

=====

Record 3
C31H80FInN5O4P2 as an isolated structure. Source: the OMol25 dataset; level of theory: wB97M-V/def2-TZVPD.

```
124
Properties=species:S:1:pos:R:3:lowdin_charge:R:1
C 1.78108 -0.22824 1.26942 -0.138
C 1.96173 0.79332 0.15038 -0.419
F 2.45299 0.06118 -0.98772 -0.168
In 0.20794 2.05135 -0.37365 0.641
C 0.60552 4.18108 -0.01691 -0.306
C 0.74392 4.95296 -1.33535 -0.317
C 1.97293 4.54763 -2.19220 -0.283
N 2.45977 3.19013 -1.95497 -0.011
C -0.51172 1.79900 -2.50457 -0.311
P -0.71738 0.17202 -3.17348 0.343
O 0.03336 -0.12129 -4.41746 -0.322
O -2.33210 -0.03980 -3.36753 -0.184
O -0.47716 -0.94315 -2.05811 -0.160
P -1.73588 1.17793 1.04427 0.701
C -3.14341 2.08471 0.26486 -0.385
O -1.97771 -0.35274 0.30779 -0.478
H 1.01272 0.09031 1.98114 0.040
H 1.44385 -1.17453 0.83537 0.077
H 2.70106 -0.44012 1.83159 0.051
H 2.77771 1.48611 0.39524 0.057
H 1.53205 4.27679 0.56655 0.030
H -0.19484 4.62382 0.58853 0.019
H -0.16717 4.81934 -1.93347 0.081
H 0.82638 6.03570 -1.15623 0.087
H 2.77970 5.26375 -1.99565 0.099
H 1.72440 4.66146 -3.25383 0.100
H 3.39467 3.15215 -1.58250 0.068
H 2.39684 2.57426 -2.75038 0.068
H -1.49336 2.28693 -2.53230 0.001
H 0.14705 2.33810 -3.18814 0.005
H -2.60226 0.45345 -4.15127 0.063
H -0.72155 -0.68235 -1.15312 0.019
H -3.08326 2.17203 -0.82714 0.011
H -3.12740 3.09658 0.68764 0.024
H -4.09773 1.61614 0.53049 0.008
H -2.66215 -0.30497 -0.37110 0.009
C 6.19827 -4.66193 -1.41719 -0.090
C 4.96703 -3.81922 -1.71832 -0.273
N 5.10212 -3.03709 -2.93358 -0.199
C 4.13025 -1.95407 -3.03697 -0.246
C 2.64462 -2.28957 -3.11139 -0.071
C 5.35303 -3.79877 -4.14186 -0.253
C 4.34169 -4.89171 -4.51084 -0.084
H 7.09641 -4.04035 -1.43038 0.069
H 6.10556 -5.11763 -0.42972 0.069
H 6.33249 -5.46913 -2.13950 0.061
H 4.81369 -3.10660 -0.90484 0.102
H 4.07785 -4.47021 -1.71643 0.104
H 4.41308 -1.34166 -3.89946 0.117
H 4.27774 -1.32157 -2.15672 0.084
H 2.34271 -2.69392 -4.07881 0.064
H 2.07424 -1.37797 -2.95243 0.041
H 2.34675 -2.99297 -2.33094 0.076
H 6.34426 -4.25645 -4.06364 0.098
H 5.41985 -3.07693 -4.96047 0.112
H 4.12823 -5.53893 -3.65823 0.062
H 4.74788 -5.51958 -5.30757 0.066
H 3.39635 -4.47509 -4.85564 0.057
C -3.45494 1.76429 4.55896 -0.095
C -4.68647 2.47522 5.09669 -0.271
N -5.81042 2.40715 4.17415 -0.197
C -6.87147 3.35464 4.45197 -0.254
C -7.64407 3.21857 5.77149 -0.090
C -6.21900 1.06904 3.77920 -0.253
C -6.67896 0.11200 4.88755 -0.073
H -3.22572 2.11748 3.55413 0.038
H -2.58387 1.94688 5.18950 0.073
H -3.58736 0.68317 4.50107 0.064
H -4.45180 3.53645 5.22381 0.115
H -4.93929 2.09332 6.09956 0.098
H -7.57697 3.31596 3.61639 0.110
H -6.41954 4.35173 4.42517 0.108
H -8.30773 2.35575 5.77298 0.051
H -8.25775 4.10766 5.93361 0.066
H -6.96514 3.12582 6.62085 0.064
H -5.38490 0.59417 3.25821 0.093
H -7.01271 1.17591 3.03334 0.106
H -5.98228 0.11586 5.72791 0.068
H -6.71380 -0.90799 4.49718 0.062
H -7.66974 0.35344 5.26883 0.053
C 7.80910 -0.57135 -2.32266 -0.083
C 8.27237 -0.34128 -0.89138 -0.274
N 7.61440 0.79132 -0.25682 -0.199
C 8.25056 1.21613 0.97480 -0.259
C 8.25324 0.24176 2.15983 -0.089
C 6.15578 0.74476 -0.23144 -0.229
C 5.49657 -0.47279 0.42029 -0.070
H 7.89458 0.34582 -2.90770 0.078
H 8.41524 -1.34538 -2.79653 0.071
H 6.77618 -0.91983 -2.35541 0.045
H 9.34512 -0.12253 -0.88235 0.112
H 8.14717 -1.28141 -0.32820 0.098
H 7.77533 2.15148 1.28461 0.109
H 9.28918 1.46446 0.72970 0.105
H 7.26308 0.13198 2.59981 0.053
H 8.92461 0.61025 2.93897 0.065
H 8.60251 -0.74823 1.86262 0.064
H 5.79492 0.82078 -1.25970 0.104
H 5.81921 1.65573 0.27130 0.112
H 5.93507 -1.40235 0.05067 0.057
H 4.43458 -0.48910 0.17171 0.046
H 5.58616 -0.46676 1.50692 0.059
C -4.96087 -2.40599 1.85863 -0.078
C -6.12225 -1.68312 1.19186 -0.275
N -5.73226 -1.00946 -0.02941 -0.191
C -6.68232 -0.01682 -0.49108 -0.254
C -8.07333 -0.49740 -0.92280 -0.085
C -5.13692 -1.86202 -1.04846 -0.241
C -5.95890 -3.05798 -1.54380 -0.078
H -4.11033 -1.73536 1.99441 0.075
H -5.27372 -2.77622 2.83780 0.068
H -4.62169 -3.26525 1.27847 0.067
H -6.49389 -0.91781 1.87969 0.088
H -6.95305 -2.39578 1.05186 0.102
H -6.21497 0.52633 -1.31750 0.113
H -6.80377 0.70907 0.32062 0.102
H -8.04545 -1.03833 -1.86812 0.053
H -8.73489 0.36206 -1.05237 0.067
H -8.52172 -1.15002 -0.17145 0.065
H -4.18905 -2.24651 -0.66491 0.102
H -4.87491 -1.22088 -1.89055 0.111
H -6.36672 -3.63454 -0.71081 0.063
H -5.31586 -3.72417 -2.12139 0.073
H -6.78893 -2.75946 -2.18360 0.052
```

Summary:
Energy above the lowest of the compared OMol25 structures with the same formula, charge and spin (kcal/mol): 0.0
2S+1: 1
Total charge: -1

=====

no.,E (Ha),HOMO (eV)
1,-6869.8822,-7.30
2,-364.1416,-14.63
3,-2776.6694,-3.89